Density functional theory data (the ωB97M-V functional and the def2-TZVPD basis) for a single C2H4N2O2S molecule at a distorted geometry.

Structure (XYZ):
```
11
Properties=species:S:1:pos:R:3:nbo_charge:R:1
S 1.29078 0.54868 -0.70697 0.43
O -2.25249 -0.44156 0.35289 -0.38
O -1.32552 1.43187 -0.13498 -0.35
N -1.36248 0.24660 -0.05613 0.54
N 1.18715 1.48053 0.73784 -0.99
C -0.09188 -1.89432 -0.55438 -0.35
C -0.05624 -0.58274 -0.44326 -0.12
H 0.72564 -2.43342 -0.67279 0.22
H -1.03154 -2.28665 -0.41707 0.23
H 2.01818 1.47964 1.34663 0.39
H 0.89840 2.45136 0.54822 0.39
```

Output
- Orbital gap: 9.36 eV
- LUMO energy: -0.1 eV
- Energy above the lowest of the compared OMol25 structures with the same formula, charge and spin: 4.611 eV
- HOMO: -9.43 eV
- E: -20044.872 eV
- SMILES: C=C(SN)[N+](=O)[O-]